(1)
A 7-piece molecular cluster, C29H58INO9 overall. Source: OMol25; level of theory: ωB97M-V with the def2-TZVPD basis set.

```
98
Properties=species:S:1:pos:R:3:lowdin_charge:R:1
O -1.795 -2.716 -0.345 0.078
C -2.158 -2.381 0.738 -0.516
C -1.359 -1.775 1.828 -0.116
C -0.090 -1.217 1.802 0.018
C 0.399 -0.659 2.981 0.005
C -0.368 -0.670 4.159 -0.197
C 0.161 -0.002 5.398 -0.134
C 0.384 1.531 5.251 -0.150
C -0.435 2.164 4.150 -0.277
O -0.557 3.563 4.387 -0.057
C -1.636 -1.273 4.173 0.068
C -2.104 -1.815 2.986 -0.094
C -3.417 -2.453 2.676 -0.500
O -4.247 -2.841 3.432 0.103
N -3.480 -2.484 1.260 -0.353
I -4.593 -3.986 0.368 1.075
H 0.478 -1.189 0.886 0.109
H 1.367 -0.184 3.023 0.128
H 1.103 -0.449 5.696 0.094
H -0.519 -0.162 6.230 0.113
H 0.196 1.996 6.212 0.116
H 1.436 1.682 5.018 0.097
H 0.068 2.001 3.197 0.101
H -1.426 1.718 4.052 0.108
H -1.119 3.909 3.689 0.077
H -2.238 -1.301 5.067 0.130
C 5.109 -0.635 6.069 -0.060
C 4.173 0.553 6.226 -0.499
C 4.858 1.723 6.915 -0.058
O 3.002 0.169 6.951 -0.065
H 5.438 -0.992 7.049 0.081
H 4.600 -1.461 5.572 0.079
H 5.992 -0.369 5.486 0.081
H 3.818 0.868 5.243 0.131
H 5.179 1.436 7.920 0.081
H 4.170 2.563 7.016 0.080
H 5.734 2.054 6.356 0.081
H 3.279 -0.117 7.828 0.092
C 1.300 1.581 -1.750 -0.053
C 2.269 0.444 -2.031 -0.487
C 2.312 0.102 -3.511 -0.060
O 1.909 -0.713 -1.270 -0.064
H 0.283 1.298 -2.041 0.079
H 1.278 1.813 -0.684 0.079
H 1.575 2.485 -2.294 0.057
H 3.267 0.723 -1.692 0.139
H 1.326 -0.225 -3.856 0.084
H 3.012 -0.713 -3.697 0.063
H 2.617 0.964 -4.106 0.080
H 1.027 -0.983 -1.551 0.079
C -8.174 -6.570 -0.952 -0.058
C -7.276 -5.695 -1.812 -0.513
C -7.611 -5.824 -3.289 -0.059
O -5.902 -6.026 -1.588 -0.163
H -8.047 -7.624 -1.217 0.082
H -7.918 -6.464 0.103 0.079
H -9.225 -6.308 -1.083 0.082
H -7.381 -4.654 -1.504 0.122
H -7.466 -6.854 -3.624 0.082
H -6.957 -5.188 -3.886 0.081
H -8.646 -5.541 -3.485 0.081
H -5.768 -6.943 -1.849 0.091
C -3.667 1.102 1.722 -0.038
C -2.761 1.997 0.891 -0.475
C -3.047 1.857 -0.596 -0.051
O -1.389 1.700 1.165 -0.058
H -3.512 0.056 1.460 0.058
H -3.435 1.212 2.783 0.076
H -4.720 1.342 1.570 0.088
H -2.898 3.037 1.192 0.136
H -2.868 0.827 -0.921 0.082
H -2.388 2.504 -1.175 0.075
H -4.082 2.115 -0.826 0.081
H -1.227 0.782 0.920 0.059
C 4.095 -1.159 -6.916 -0.064
C 5.497 -1.463 -6.408 -0.501
C 6.047 -2.744 -7.016 -0.065
O 5.502 -1.550 -4.984 -0.059
H 3.405 -1.961 -6.639 0.083
H 3.718 -0.237 -6.471 0.070
H 4.081 -1.053 -8.002 0.079
H 6.159 -0.631 -6.653 0.136
H 5.418 -3.595 -6.742 0.081
H 7.051 -2.943 -6.643 0.078
H 6.085 -2.682 -8.105 0.079
H 4.927 -2.280 -4.731 0.083
C 0.841 5.801 -4.840 -0.064
C 0.799 5.757 -3.320 -0.497
C 1.038 7.132 -2.716 -0.063
O 1.759 4.825 -2.824 -0.064
H 1.824 6.134 -5.184 0.080
H 0.667 4.808 -5.256 0.078
H 0.088 6.482 -5.239 0.079
H -0.171 5.380 -2.993 0.137
H 2.026 7.505 -2.998 0.081
H 1.003 7.083 -1.628 0.080
H 0.290 7.850 -3.056 0.079
H 2.633 5.129 -3.094 0.089
```

Results
* molecular weight: 691.69 g mol⁻¹
* E_LUMO: -0.06 eV
* HOMO level: -9.15 eV
* structure (SMILES): O=C1c2ccc(CCCO)cc2C(=O)N1I.CC(C)O.CC(C)O.CC(C)O.CC(C)O.CC(C)O.CC(C)O
* spin multiplicity: 1



(2)
C29H58N6O4S2Si2Sn as an isolated structure. Source: OMol25; level of theory: ωB97M-V with the def2-TZVPD basis set.

```
102
Properties=species:S:1:pos:R:3:lowdin_charge:R:1
Sn 0.292 -0.475 -0.508 1.179
C -0.111 5.573 -1.481 -0.158
Si 0.906 5.294 0.097 0.585
C 0.827 6.704 1.367 -0.168
C 2.729 4.912 -0.278 -0.184
C 0.080 3.735 0.886 -0.222
C -0.769 3.845 1.975 -0.037
C -1.442 2.741 2.493 -0.016
C -1.238 1.524 1.879 -0.121
N -0.413 1.388 0.847 -0.109
C 0.236 2.450 0.340 -0.774
S 1.295 2.071 -0.961 0.771
H 0.361 6.318 -2.110 0.036
H -1.112 5.925 -1.254 0.035
H -0.199 4.663 -2.066 0.017
H 1.390 7.554 0.995 0.039
H 1.260 6.426 2.324 0.037
H -0.188 7.046 1.540 0.032
H 3.050 5.455 -1.162 0.041
H 2.883 3.854 -0.489 -0.049
H 3.393 5.200 0.532 0.033
H -0.906 4.813 2.432 0.111
H -2.109 2.828 3.335 0.120
H -1.725 0.613 2.196 0.119
C -0.199 -5.261 2.260 -0.014
C 0.460 -5.771 0.984 -0.608
C 1.952 -6.040 1.186 -0.004
C -0.239 -7.024 0.471 -0.008
O 0.382 -4.736 -0.015 -0.144
Si -0.768 -3.954 -0.792 -0.116
S -1.352 -2.154 0.345 0.441
O -2.060 -4.848 -1.030 -0.125
C -3.429 -4.838 -1.465 -0.614
C -3.772 -3.502 -2.114 -0.036
C -3.569 -5.981 -2.470 -0.007
C -4.294 -5.085 -0.230 -0.007
O -0.038 -3.201 -2.032 -0.211
C 0.620 -3.840 -3.157 -0.605
C 2.082 -3.404 -3.118 -0.005
C -0.058 -3.349 -4.437 -0.014
C 0.523 -5.358 -3.072 -0.014
H -0.073 -5.982 3.062 0.100
H -1.260 -5.101 2.087 0.084
H 0.242 -4.314 2.563 0.077
H 2.094 -6.820 1.927 0.099
H 2.461 -5.143 1.523 0.061
H 2.404 -6.366 0.253 0.093
H -0.160 -7.821 1.204 0.101
H 0.219 -7.357 -0.456 0.092
H -1.286 -6.814 0.281 0.074
H -3.096 -3.307 -2.943 0.063
H -3.678 -2.696 -1.388 0.056
H -4.793 -3.531 -2.483 0.100
H -2.945 -5.804 -3.342 0.082
H -4.602 -6.069 -2.792 0.097
H -3.265 -6.920 -2.016 0.095
H -4.130 -4.302 0.507 0.085
H -4.046 -6.044 0.217 0.093
H -5.344 -5.096 -0.505 0.097
H 2.153 -2.317 -3.177 0.087
H 2.625 -3.837 -3.952 0.102
H 2.540 -3.742 -2.191 0.084
H 0.107 -2.281 -4.572 0.080
H -1.124 -3.563 -4.405 0.082
H 0.365 -3.865 -5.295 0.101
H 1.069 -5.722 -2.209 0.080
H 0.943 -5.801 -3.969 0.108
H -0.513 -5.670 -2.978 0.080
C 5.012 1.457 2.683 -0.131
C 3.592 1.995 2.589 -0.152
N 2.732 1.021 1.949 0.098
C 3.020 -0.272 1.729 -0.355
N 2.133 -1.005 1.068 -0.035
C 2.457 -2.409 0.928 -0.262
C 3.941 -2.611 0.670 -0.139
C 4.673 -2.079 1.888 -0.132
N 4.161 -0.770 2.235 -0.028
C 4.942 0.016 3.170 -0.123
H 5.598 2.061 3.373 0.128
H 5.498 1.482 1.707 0.128
H 3.566 2.919 2.005 0.114
H 3.209 2.216 3.592 0.131
H 1.825 1.333 1.652 0.076
H 1.861 -2.828 0.118 0.061
H 2.161 -2.930 1.846 0.119
H 4.232 -2.050 -0.219 0.127
H 4.181 -3.661 0.510 0.120
H 5.744 -1.984 1.691 0.135
H 4.546 -2.758 2.740 0.141
H 5.940 -0.418 3.230 0.133
H 4.485 -0.032 4.164 0.142
C -3.415 1.509 -1.132 -0.041
N -3.409 0.705 -2.331 0.051
C -2.321 0.053 -2.748 -0.582
N -2.441 -0.786 -3.789 0.219
O -1.216 0.214 -2.187 -0.165
H -4.377 2.002 -1.055 0.100
H -2.632 2.268 -1.172 0.090
H -3.251 0.883 -0.250 0.080
H -4.298 0.524 -2.767 0.153
H -3.281 -0.855 -4.336 0.129
H -1.596 -1.190 -4.156 0.089
```

Results
* molecular weight: 793.84 g mol⁻¹
* E_LUMO: -8.23 eV
* total charge: +2
* HOMO level: -13.83 eV
* spin multiplicity: 1
* ΔE to the lowest compared entry with this formula, charge and spin: 44.0 kcal/mol



(3)
A 4-piece molecular cluster, C29H59BN6O9 overall. Source: OMol25; level of theory: ωB97M-V with the def2-TZVPD basis set.

```
104
Properties=species:S:1:pos:R:3:lowdin_charge:R:1
N -7.851 5.504 -0.774 0.041
C -7.329 4.232 -0.295 -0.167
N -5.826 4.336 -0.118 -0.039
C -5.387 5.328 0.755 0.028
C -3.991 5.556 1.052 0.064
C -3.011 4.684 0.380 -0.096
C -1.474 4.827 0.558 -0.081
C -0.960 6.232 0.550 0.078
C 0.470 6.402 0.671 0.071
N 1.302 5.301 0.790 -0.076
O 2.645 5.553 0.860 0.158
B 3.054 5.684 -0.548 -0.585
O 3.060 4.547 -1.393 0.159
O 3.409 6.918 -1.125 0.187
C 0.866 4.001 0.826 0.093
C -0.567 3.692 0.710 0.075
C -3.467 3.611 -0.524 0.072
C -4.921 3.509 -0.723 0.037
H -7.325 5.881 -1.562 0.099
H -7.987 6.187 -0.033 0.083
H -7.787 4.057 0.721 0.156
H -7.635 3.376 -0.943 0.146
H -6.140 5.982 1.248 0.152
H -3.627 6.344 1.753 0.139
H -1.689 7.071 0.437 0.138
H 0.874 7.444 0.650 0.178
H 2.166 4.476 -1.788 0.129
H 2.590 7.210 -1.581 0.130
H 1.562 3.133 0.935 0.177
H -0.938 2.640 0.707 0.125
H -2.737 2.931 -1.016 0.136
H -5.266 2.702 -1.412 0.158
C -0.019 -1.447 5.959 -0.108
O -0.194 -1.966 4.649 -0.203
C -1.331 -2.821 4.528 -0.202
C -2.390 -2.172 3.647 -0.204
N -3.005 -1.026 4.316 -0.045
C -3.844 -0.217 3.439 -0.196
C -3.153 0.507 2.278 -0.222
O -2.255 1.537 2.691 -0.209
C -0.936 1.092 2.982 -0.092
H 0.934 -0.918 5.988 0.090
H -0.815 -0.739 6.213 0.078
H 0.011 -2.252 6.698 0.095
H -1.739 -3.102 5.503 0.128
H -0.986 -3.737 4.042 0.124
H -3.163 -2.910 3.412 0.128
H -1.903 -1.873 2.711 0.101
H -2.273 -0.432 4.688 0.069
H -4.319 0.540 4.069 0.120
H -4.650 -0.842 3.040 0.124
H -3.937 1.013 1.702 0.103
H -2.666 -0.182 1.580 0.111
H -0.638 0.240 2.365 0.098
H -0.837 0.854 4.040 0.083
H -0.255 1.922 2.771 0.062
C 2.492 -0.502 -0.733 -0.105
O 2.938 0.385 -1.746 -0.195
C 3.935 1.302 -1.293 -0.218
C 5.274 1.003 -1.950 -0.206
N 5.839 -0.246 -1.449 -0.051
C 6.997 -0.718 -2.210 -0.190
C 6.765 -1.118 -3.672 -0.217
O 5.949 -2.271 -3.828 -0.169
C 4.556 -2.016 -3.852 -0.103
H 1.650 -1.073 -1.126 0.078
H 3.281 -1.203 -0.450 0.078
H 2.151 0.052 0.150 0.077
H 4.019 1.310 -0.200 0.121
H 3.606 2.297 -1.603 0.089
H 5.969 1.823 -1.739 0.126
H 5.110 0.961 -3.033 0.107
H 5.126 -0.966 -1.485 0.068
H 7.382 -1.594 -1.683 0.121
H 7.784 0.042 -2.169 0.120
H 7.739 -1.389 -4.089 0.125
H 6.396 -0.289 -4.285 0.110
H 4.319 -1.044 -4.292 0.090
H 4.135 -2.096 -2.846 0.060
H 4.088 -2.790 -4.463 0.090
C 2.013 -3.980 -0.179 -0.109
O 0.955 -3.550 -1.022 -0.220
C 1.221 -3.757 -2.410 -0.216
C 0.295 -4.823 -2.978 -0.210
N 0.631 -6.146 -2.459 -0.049
C -0.365 -7.172 -2.769 -0.191
C -1.760 -7.010 -2.155 -0.220
O -1.785 -7.141 -0.740 -0.173
C -1.516 -5.947 -0.026 -0.107
H 1.782 -3.668 0.841 0.091
H 2.111 -5.069 -0.193 0.086
H 2.960 -3.518 -0.475 0.075
H 2.272 -4.002 -2.593 0.118
H 1.014 -2.808 -2.915 0.116
H 0.384 -4.832 -4.069 0.126
H -0.733 -4.543 -2.719 0.102
H 0.720 -6.089 -1.451 0.068
H 0.044 -8.122 -2.418 0.122
H -0.462 -7.256 -3.856 0.120
H -2.376 -7.829 -2.537 0.123
H -2.258 -6.086 -2.473 0.107
H -1.867 -5.058 -0.558 0.085
H -0.450 -5.867 0.196 0.070
H -2.044 -6.006 0.927 0.086
```

Results
* molecular weight: 646.64 g mol⁻¹
* E_LUMO: -8.15 eV
* total charge: +2
* HOMO level: -11.29 eV
* spin multiplicity: 1
* ΔE to the lowest compared entry with this formula, charge and spin: 72.7 kcal/mol



(4)
C29H59F5IN2NbO2 as an isolated structure. Source: OMol25; level of theory: ωB97M-V with the def2-TZVPD basis set.

```
99
Properties=species:S:1:pos:R:3:lowdin_charge:R:1
C 1.378 -1.659 0.578 -0.103
C 0.460 -0.664 1.363 -0.257
C -0.777 -1.449 1.830 -0.191
C -1.916 -0.459 2.058 -0.323
O -2.167 0.190 0.835 -0.394
Nb -3.796 -0.213 -0.252 2.001
F -5.399 -0.616 -1.388 -0.478
C -2.517 -1.021 -1.947 -0.305
C -1.093 -0.424 -2.113 -0.330
C -0.858 0.290 -3.476 -0.120
C -3.975 -2.366 0.519 -0.289
C -4.944 -3.248 -0.272 -0.281
N -4.481 -3.611 -1.621 -0.130
C -3.481 -4.681 -1.624 -0.216
C -2.610 -4.591 -2.910 -0.070
C -5.577 -3.946 -2.476 -0.513
C -5.828 -3.064 -3.678 0.014
O -6.264 -4.871 -2.271 0.134
C -5.087 0.609 1.430 -0.388
C -6.618 0.633 1.261 -0.876
C -7.252 -0.758 1.142 -0.200
I -7.378 1.939 -0.263 0.839
C -3.543 1.913 -1.193 -0.492
F -4.103 2.884 -0.424 -0.039
F -2.208 2.291 -1.259 -0.027
C -4.106 2.075 -2.639 -0.376
F -4.891 3.183 -2.693 0.021
F -3.141 2.283 -3.553 0.053
H 1.724 -2.426 1.270 0.067
H 0.784 -2.119 -0.203 0.056
H 2.219 -1.141 0.108 0.040
H 0.977 -0.190 2.201 0.094
H 0.188 0.107 0.646 0.082
H -0.993 -2.157 1.036 0.092
H -0.484 -1.961 2.749 0.116
H -1.497 0.294 2.742 0.117
H -2.770 -0.891 2.580 0.090
H -2.397 -2.089 -1.793 0.008
H -3.041 -0.941 -2.904 0.030
H -0.774 0.248 -1.318 0.050
H -0.377 -1.253 -2.115 0.070
H -1.631 -0.001 -4.180 0.059
H -0.753 1.364 -3.368 0.051
H 0.082 -0.076 -3.899 0.050
H -4.406 -2.262 1.519 0.032
H -3.017 -2.884 0.580 0.023
H -5.948 -2.844 -0.359 0.088
H -5.058 -4.195 0.288 0.114
H -2.822 -4.516 -0.779 0.098
H -3.967 -5.660 -1.576 0.111
H -1.561 -4.491 -2.645 0.060
H -2.864 -3.668 -3.422 0.056
H -2.768 -5.429 -3.582 0.064
H -5.872 -3.690 -4.561 0.081
H -5.047 -2.313 -3.756 0.061
H -6.770 -2.544 -3.519 0.088
H -4.912 -0.046 2.297 0.037
H -4.785 1.601 1.772 0.038
H -7.021 1.029 2.189 0.045
H -6.653 -1.522 1.634 0.061
H -8.229 -0.743 1.624 0.066
H -7.447 -1.019 0.108 0.035
H -4.720 1.250 -2.990 0.127
C 6.186 5.051 -0.287 -0.096
C 5.565 4.707 1.062 -0.247
C 6.304 3.618 1.854 -0.180
C 6.648 2.321 1.127 -0.088
N 5.626 1.202 1.185 -0.202
C 4.184 1.642 1.140 -0.086
C 3.910 1.964 -0.313 -0.124
C 4.785 0.996 -1.115 -0.122
C 5.753 0.384 -0.105 -0.085
C 5.883 0.244 2.325 -0.121
C 5.715 0.811 3.731 -0.207
C 7.002 1.349 4.360 -0.088
H 6.170 4.207 -0.981 0.058
H 5.627 5.857 -0.762 0.084
H 7.220 5.379 -0.173 0.084
H 4.513 4.444 0.928 0.092
H 5.558 5.610 1.675 0.117
H 5.755 3.422 2.776 0.102
H 7.256 4.054 2.169 0.126
H 7.561 1.898 1.544 0.132
H 6.860 2.513 0.076 0.120
H 3.574 0.791 1.448 0.136
H 4.010 2.466 1.825 0.123
H 4.180 2.988 -0.567 0.096
H 2.852 1.859 -0.549 0.133
H 5.310 1.520 -1.913 0.117
H 4.189 0.217 -1.587 0.120
H 6.792 0.391 -0.427 0.136
H 5.460 -0.637 0.126 0.130
H 6.881 -0.171 2.172 0.140
H 5.165 -0.564 2.187 0.129
H 5.382 -0.014 4.363 0.121
H 4.921 1.558 3.774 0.107
H 7.796 0.602 4.321 0.084
H 6.829 1.597 5.407 0.084
H 7.367 2.252 3.871 0.054
```

Results
* molecular weight: 782.60 g mol⁻¹
* E_LUMO: -0.86 eV
* HOMO level: -6.37 eV
* spin multiplicity: 1